No. 1
43
Properties=species:S:1:pos:R:3:lowdin_charge:R:1 method="wB97M-V/def2-TZVPD" e_homo_ev=-8.63 e_lumo_ev=0.39 smiles="COC(=O)c1ccc(NC(=O)c2ccccc2N(C)S(C)(=O)=O)cc1" de_lowest_kcal_mol=16.85 e_tot_ha=-1542.5375
C -2.61 6.74 -0.87 -0.04
O -2.02 5.45 -0.83 -0.05
C -1.14 5.20 0.16 -0.45
O -0.85 6.00 1.01 0.10
C -0.59 3.83 0.08 -0.13
C 0.33 3.42 1.04 0.01
C 0.87 2.15 1.02 0.01
C 0.49 1.26 0.02 -0.21
N 0.96 -0.05 -0.06 0.15
C 1.85 -0.68 0.76 -0.41
O 2.45 -0.18 1.68 0.10
C 2.03 -2.12 0.36 -0.07
C 3.30 -2.59 0.08 0.00
C 3.50 -3.91 -0.28 -0.06
C 2.42 -4.78 -0.36 -0.06
C 1.15 -4.33 -0.05 -0.01
C 0.95 -3.00 0.32 -0.24
N -0.36 -2.53 0.67 -0.24
C -1.01 -3.24 1.76 -0.07
S -1.35 -2.37 -0.68 0.63
C -2.56 -1.15 -0.11 -0.10
O -2.03 -3.60 -0.98 -0.28
O -0.55 -1.77 -1.71 -0.30
C -0.43 1.67 -0.95 -0.02
C -0.96 2.94 -0.93 -0.01
H -2.41 7.18 -1.84 0.09
H -3.69 6.63 -0.72 0.09
H -2.19 7.36 -0.07 0.09
H 0.61 4.13 1.81 0.12
H 1.58 1.85 1.77 0.10
H 0.56 -0.60 -0.81 0.09
H 4.13 -1.91 0.15 0.12
H 4.49 -4.27 -0.51 0.11
H 2.57 -5.81 -0.65 0.11
H 0.30 -4.99 -0.10 0.12
H -1.55 -4.12 1.40 0.09
H -0.25 -3.54 2.48 0.11
H -1.71 -2.56 2.24 0.09
H -3.05 -0.76 -1.00 0.07
H -3.28 -1.64 0.53 0.06
H -2.02 -0.37 0.41 0.06
H -0.71 0.97 -1.73 0.11
H -1.67 3.25 -1.68 0.12

---

No. 2
21
Properties=species:S:1:pos:R:3:lowdin_charge:R:1 method="wB97M-V/def2-TZVPD" e_homo_ev=-14.48 e_lumo_ev=-3.13 de_lowest_kcal_mol=22.38 e_tot_ha=-419.9898 charge=+1
O -1.55 1.84 -0.51 0.08
C -0.54 1.26 -0.18 -0.49
N 0.65 1.83 0.07 0.22
C -0.58 -0.26 -0.08 -0.22
N -1.92 -0.58 -0.64 0.23
C 0.37 -2.59 -0.45 -0.06
C 0.51 -1.09 -0.73 -0.20
H 1.44 1.30 0.43 0.08
H 0.77 2.82 0.08 0.13
H -0.59 -0.43 1.00 0.17
H -1.97 -1.50 -1.09 0.16
H -2.20 0.17 -1.29 0.16
H -2.62 -0.59 0.09 0.18
H -0.54 -3.03 -0.88 0.07
H 0.55 -2.73 0.61 0.09
H 1.12 -3.14 -1.03 0.09
H 1.46 -0.78 -0.31 0.10
H 0.62 -0.75 -1.77 0.14
H 2.59 -0.65 2.57 0.06
H 2.96 0.74 2.21 0.07
O 2.39 0.02 1.89 -0.06

---

No. 3
20
Properties=species:S:1:pos:R:3:mulliken_spin:R:1 method="wB97M-V/def2-TZVPD" e_homo_ev="0.62 / -6.48" e_lumo_ev="3.75 / 3.61" de_lowest_kcal_mol=21.07 spin_multiplicity=2 e_tot_ha=-311.1959 s2=0.7507 charge=-1
C 0.46 0.94 -1.69 0.64
C -0.87 0.48 -1.11 -0.51
C -1.11 -0.92 -0.69 1.11
C -1.13 1.32 0.09 0.22
H 1.07 1.19 -0.75 -0.02
H 1.15 0.22 -2.14 -0.20
H 0.40 1.84 -2.23 -0.01
H -1.63 0.70 -1.92 -0.11
H -2.15 -1.16 -0.58 -0.11
H -0.87 -1.22 0.42 -0.13
H -0.55 -1.58 -1.24 -0.26
H -1.15 2.40 -0.16 -0.01
H -1.98 1.03 0.69 0.01
H -0.29 1.21 0.79 -0.09
H 0.13 0.01 3.12 -0.04
H 1.35 -0.46 2.46 0.11
O 1.03 -0.06 3.30 0.37
H 2.71 -1.40 0.65 0.02
H 1.61 -2.74 0.23 0.35
O 1.80 -1.79 0.75 -0.32

---

No. 4
51
Properties=species:S:1:pos:R:3:mulliken_spin:R:1 method="wB97M-V/def2-TZVPD" e_homo_ev="-5.19 / -5.12" e_lumo_ev="2.30 / -0.73" spin_multiplicity=3 e_tot_ha=-2897.3256 s2=2.0547 charge=-1
O -1.96 -2.09 -0.33 -0.31
V -1.50 -1.24 0.94 1.27
O -5.52 0.27 1.44 0.00
C -4.40 -0.11 1.98 0.00
O -3.36 -0.21 1.35 0.02
O -4.49 -0.30 3.21 0.03
H -5.79 0.27 2.36 0.00
O 0.13 1.46 3.87 0.00
C -0.77 0.61 3.79 0.00
O -0.69 -0.13 2.79 0.01
O -1.67 0.50 4.65 0.01
H 0.37 1.02 3.06 0.00
O 2.54 -2.83 0.24 0.00
C 1.31 -3.17 0.39 0.00
O 0.44 -2.26 0.60 0.00
O 1.03 -4.39 0.19 0.00
H 2.97 -3.55 -0.22 0.00
O -1.73 -4.47 3.67 0.00
C -2.21 -3.31 3.42 -0.07
O -2.21 -2.90 2.28 0.25
O -2.73 -2.62 4.27 0.77
H -1.45 -4.69 2.77 0.00
O -0.85 0.21 -0.57 0.00
P 0.44 0.75 -1.27 0.00
N 1.53 1.37 -0.07 0.00
C 2.25 0.36 0.73 0.00
C 1.36 2.72 0.59 0.00
N 0.14 2.18 -2.19 0.00
C -1.25 2.44 -2.64 0.00
C 1.11 3.07 -2.85 0.00
N 1.36 -0.12 -2.40 0.00
C 0.95 -1.50 -2.79 0.00
C 2.70 0.20 -2.96 0.00
H 1.52 -0.33 1.16 0.00
H 2.93 0.81 1.45 0.00
H 2.87 -0.30 0.12 0.00
H 0.89 2.66 1.57 0.00
H 0.78 3.38 -0.06 0.00
H 2.33 3.18 0.71 0.00
H -2.00 2.09 -1.93 0.00
H -1.39 3.52 -2.59 0.00
H -1.23 2.18 -3.70 0.00
H 0.59 4.03 -2.92 0.00
H 2.05 3.21 -2.31 0.00
H 1.33 2.76 -3.87 0.00
H 1.34 -1.88 -3.74 0.00
H 1.20 -2.25 -2.05 0.00
H -0.12 -1.43 -2.99 0.00
H 3.32 -0.70 -3.00 0.00
H 3.11 0.87 -2.21 0.00
H 2.48 0.63 -3.94 0.00

---

No. 5
65
Properties=species:S:1:pos:R:3:lowdin_charge:R:1 method="wB97M-V/def2-TZVPD" e_homo_ev=-7.31 e_lumo_ev=-0.14 smiles="COc1ccc(N2CCN(C(=O)CN(C)S(=O)(=O)c3ccc4c(c3)c(=O)n(C)c(=O)n4C)CC2)cc1" de_lowest_kcal_mol=54.72 e_tot_ha=-2055.4103
C 3.12 5.27 1.27 -0.10
O 2.86 4.57 0.08 -0.09
C 3.34 3.29 -0.04 -0.29
C 4.07 2.62 0.93 -0.02
C 4.49 1.31 0.71 -0.02
C 4.21 0.65 -0.48 -0.23
N 4.66 -0.64 -0.76 -0.10
C 5.59 -1.30 0.12 -0.14
C 4.87 -1.98 1.31 -0.11
N 3.50 -2.24 0.93 -0.04
C 2.51 -1.79 1.74 -0.44
O 2.72 -1.35 2.85 0.06
C 1.09 -1.86 1.18 -0.10
N 0.96 -0.91 0.09 -0.27
C 0.82 0.47 0.48 -0.06
S 0.06 -1.37 -1.22 0.66
O 0.35 -0.45 -2.28 -0.26
O 0.32 -2.77 -1.43 -0.29
C -1.65 -1.19 -0.72 -0.25
C -2.31 -2.28 -0.16 -0.03
C -3.61 -2.15 0.29 0.01
C -4.27 -0.92 0.20 -0.13
C -3.59 0.18 -0.35 -0.04
C -2.28 0.03 -0.81 0.02
C -4.24 1.49 -0.45 -0.37
O -3.70 2.48 -0.90 0.10
N -5.54 1.51 0.00 0.03
C -6.28 2.76 -0.07 0.00
C -6.24 0.45 0.54 -0.44
O -7.38 0.57 0.92 0.09
N -5.56 -0.76 0.64 0.00
C -6.29 -1.87 1.21 -0.01
C 3.38 -2.71 -0.42 -0.10
C 3.77 -1.58 -1.41 -0.12
C 3.49 1.35 -1.46 -0.02
C 3.06 2.64 -1.24 -0.01
H 4.20 5.40 1.43 0.09
H 2.66 6.25 1.15 0.09
H 2.69 4.77 2.14 0.09
H 4.32 3.08 1.87 0.10
H 5.04 0.83 1.50 0.10
H 6.34 -0.59 0.48 0.12
H 6.11 -2.06 -0.48 0.12
H 5.37 -2.93 1.57 0.13
H 4.85 -1.35 2.20 0.11
H 0.40 -1.62 2.00 0.14
H 0.86 -2.85 0.79 0.12
H 0.81 1.07 -0.43 0.08
H 1.68 0.76 1.09 0.09
H -0.09 0.65 1.06 0.10
H -1.79 -3.22 -0.12 0.12
H -4.10 -3.01 0.70 0.11
H -1.78 0.88 -1.25 0.13
H -6.59 3.07 0.93 0.10
H -7.17 2.63 -0.69 0.10
H -5.62 3.51 -0.52 0.09
H -7.28 -1.50 1.47 0.09
H -6.39 -2.68 0.48 0.10
H -5.79 -2.24 2.11 0.10
H 4.07 -3.56 -0.52 0.13
H 2.37 -3.05 -0.65 0.09
H 2.87 -1.07 -1.74 0.08
H 4.27 -2.02 -2.28 0.13
H 3.27 0.88 -2.40 0.12
H 2.50 3.17 -1.99 0.12

---

No. 6
42
Properties=species:S:1:pos:R:3:mulliken_spin:R:1 method="wB97M-V/def2-TZVPD" e_homo_ev="-6.57 / -7.91" e_lumo_ev="0.44 / -1.44" spin_multiplicity=3 e_tot_ha=-1523.9506 s2=2.0103
C -3.39 -0.31 -1.74 0.03
C -2.82 -1.40 -1.06 -0.01
C -1.81 -1.23 -0.09 -0.15
C -1.36 0.08 0.23 0.37
C -1.89 1.17 -0.52 -0.06
C -2.90 0.98 -1.48 -0.01
C -1.19 -2.48 0.50 0.08
C 0.34 -2.35 0.67 -0.01
N 1.09 -2.92 -0.45 0.01
Pd 0.13 0.54 1.57 1.14
C -1.26 2.54 -0.35 -0.01
P 0.54 2.16 -0.08 0.18
H -3.16 -2.41 -1.30 0.00
H -3.29 1.84 -2.04 0.00
H -4.17 -0.47 -2.48 0.00
H -1.61 3.06 0.56 0.00
H -1.44 3.20 -1.22 0.00
H -1.61 -2.69 1.50 0.01
H -1.44 -3.34 -0.14 0.00
H 0.61 -1.28 0.86 -0.07
C 1.36 3.78 0.27 0.02
C 1.15 1.70 -1.76 0.02
H 0.62 -2.92 1.57 -0.03
C 1.06 -2.10 -1.65 0.00
C 2.44 -3.28 -0.06 0.00
H 1.17 1.25 2.87 0.04
H 1.60 -2.61 -2.47 0.00
H 0.03 -1.93 -1.98 0.00
H 1.55 -1.10 -1.50 0.00
H 2.95 -3.79 -0.90 0.00
H 3.07 -2.40 0.23 0.00
H 2.41 -3.97 0.80 0.00
H 1.01 2.52 -2.48 0.00
H 2.22 1.43 -1.70 0.00
H 0.58 0.81 -2.09 -0.01
H 1.18 4.50 -0.55 0.01
H 0.97 4.18 1.21 0.00
H 2.45 3.63 0.37 0.00
H 1.65 0.65 2.53 0.38
S 0.50 2.14 6.22 0.03
C 0.38 1.61 4.69 0.04
N 0.28 1.19 3.45 0.00